No. 1
ORCA calculation (wB97M-V/def2-TZVPD) on a 2-piece molecular cluster, C3H11N2O overall at a distorted geometry.

## Properties
**Net charge**: +1

Last column: Mulliken charge in e.
Cartesian coordinates (Å):
C -0.291203 -1.881685 1.398045  -0.9678
C 0.020459 -1.403868 0.029808  0.6751
O 0.180186 -0.185086 -0.155454  -0.6666
N 0.074643 -2.188234 -1.087964  -0.3719
H -0.620199 -0.981985 1.922036  0.2289
H 0.607633 -2.221035 1.927376  0.2944
H 0.084032 -1.853741 -2.035594  0.2165
H 0.031305 -3.188085 -1.045642  0.2158
H -1.059290 -2.586051 1.536628  0.3711
C 0.056913 2.768554 -0.843475  -0.7631
N 0.028066 2.332706 0.578724  -0.2390
H -0.837744 2.796259 0.919020  0.3976
H 0.012899 1.261147 0.702514  0.3294
H 0.790323 2.704924 1.129430  0.3741
H -0.047620 1.887105 -1.511617  0.2572
H 0.933211 3.252242 -1.253992  0.3223
H -0.884856 3.226661 -1.124226  0.3259

Cartesian forces (eV/Å) of the 6 atoms listed first:
C 1.043 0.879 0.881
C -0.154 0.580 -2.515
O -0.004 0.156 0.434
N -0.192 -0.681 1.406
H 0.086 -0.117 0.052
H -0.096 -0.077 -0.269


No. 2
ORCA calculation (wB97M-V/def2-TZVPD) on a 2-piece molecular cluster, C3H11N2O overall at a distorted geometry.

## Properties
**Net charge**: +1

Last column: Mulliken charge in e.
Cartesian coordinates (Å):
C 0.069360 0.552554 -1.600568  -1.1869
C -0.398102 -0.119986 -0.343687  0.1851
C -1.402564 -0.964114 -0.160978  -0.1587
N -2.419674 -1.045907 -1.149845  -0.4490
N 0.687262 -0.232462 0.688642  -0.2895
H -0.835246 0.764410 -2.168746  0.3393
H 0.533360 1.519781 -1.420791  0.3941
H 0.702794 -0.168505 -2.114229  0.3202
H -1.626011 -1.686620 0.613213  0.3188
H -3.118565 -0.352613 -1.238526  0.2046
H -2.590684 -1.872462 -1.665974  0.1877
H 0.314659 -0.000699 1.608482  0.3795
H 0.987752 -1.204255 0.805212  0.3840
H 1.519093 0.359337 0.589561  0.3740
H 3.490003 1.415989 2.279085  0.3386
H 2.382570 2.270947 1.754464  0.3299
O 2.537510 1.393664 2.057311  -0.6718

Cartesian forces (eV/Å) of the 6 atoms listed first:
C -1.337 0.110 0.520
C 1.281 -0.788 0.364
C -1.935 -0.182 -1.826
N 0.890 0.653 0.204
N -0.465 -0.360 0.928
H 0.265 -0.189 -0.356


No. 3
ORCA calculation (wB97M-V/def2-TZVPD) on a 2-piece molecular cluster, C3H11N2O overall at a distorted geometry.

## Properties
**Net charge**: +1
**Multiplicity**: 3

Last column: Mulliken charge in e.
Cartesian coordinates (Å):
C 1.100310 1.092441 1.163232  -0.7953
C 1.718805 -0.096414 -0.845671  -0.6636
C -2.734262 -0.785135 -0.228045  -0.8350
N 0.847060 0.946699 -0.266741  -0.0043
N -1.744191 -1.410134 0.230880  -0.2979
O -0.443192 0.551351 -0.344035  -0.4465
H 0.497528 1.717847 1.734864  0.3155
H 0.941058 0.018670 1.668488  0.3058
H 2.049033 1.493446 1.226016  0.4309
H 1.743599 -0.181164 -1.990818  0.3445
H 2.829013 -0.118781 -0.528273  0.3167
H 1.453560 -1.110416 -0.595896  0.3047
H -3.572827 -1.329355 -0.453357  0.3688
H -2.693984 0.161691 -0.601942  0.4347
H -0.785563 -0.460328 -0.071309  0.6275
H 0.684792 1.876038 -0.663879  0.3454
H -1.890739 -2.366457 0.566486  0.2480

Cartesian forces (eV/Å) of the 6 atoms listed first:
C 0.439 -3.682 1.482
C 3.514 -0.850 -2.726
C -3.999 3.195 -0.558
N -0.908 -1.223 1.583
N 4.032 -4.890 1.775
O -3.354 -0.884 -0.980


No. 4
ORCA calculation (wB97M-V/def2-TZVPD) on a 2-piece molecular cluster, C3H11N2O2 overall at a distorted geometry.

## Properties
**Multiplicity**: 2

Last column: Mulliken charge in e.
Cartesian coordinates (Å):
O 1.229797 -0.108009 -1.126084  -0.6895
C -0.069391 0.097555 -1.112016  0.3270
N -0.741420 -0.404412 -2.356440  -0.6618
C -0.790094 -0.741581 -0.003974  -0.5541
N -0.355010 -0.354728 1.305318  -0.0539
C -1.326631 -0.268185 2.344149  -0.9599
H -1.161988 0.314267 -2.928861  0.2399
H 0.030450 -0.788115 -2.888621  0.2508
H -1.864441 -0.542682 -0.007021  0.3889
H -0.578845 -1.792632 -0.159197  0.1808
H 2.661452 1.992172 0.864405  0.2817
H 0.599542 -0.046229 1.423737  0.2855
H -0.881582 -0.194618 3.330711  0.3396
H -2.003087 -1.130837 2.358353  0.3243
H -2.043019 0.534329 2.104663  0.3308
H -0.402845 1.149781 -0.999209  0.2595
H 1.880908 0.901623 -0.033239  0.4265
O 1.816999 1.490611 0.797091  -0.7160

Cartesian forces (eV/Å) of the 6 atoms listed first:
O -0.287 0.015 0.433
C -0.749 0.051 -2.662
N 0.660 -0.176 0.286
C -0.070 0.460 2.783
N 0.248 -0.728 -0.820
C -0.897 0.078 -0.312


No. 5
ORCA calculation (wB97M-V/def2-TZVPD) on a 2-piece molecular cluster, C3H11N2O2 overall at a distorted geometry.

## Properties
**Multiplicity**: 2

Last column: Mulliken charge in e.
Cartesian coordinates (Å):
N 1.463639 -1.493099 0.155337  -0.5746
C 0.998320 -0.514706 1.141999  -0.5461
C -0.124823 0.368292 0.611013  0.0246
N -1.290391 -0.380299 0.153795  -0.3684
C -2.466143 0.484912 0.119341  -0.9391
O 0.240053 1.327734 -0.246804  -0.5630
H 2.035186 -2.174534 0.638946  0.2311
H -0.533671 0.869394 1.473208  0.4118
H 2.066571 -1.036049 -0.528373  0.2015
H 1.774345 0.216918 1.416081  0.2492
H 0.621261 -1.121716 1.953162  0.4821
H -1.125459 -0.587277 -0.821610  0.2947
H -2.343177 1.505440 -0.229173  0.3215
H -3.189006 -0.038869 -0.504854  0.3637
H -2.883585 0.549847 1.129503  0.3192
H 1.143643 0.889334 -1.498919  0.4527
H 1.944880 0.807240 -2.872154  0.2889
O 1.668365 0.327438 -2.090492  -0.6498

Cartesian forces (eV/Å) of the 6 atoms listed first:
N 0.296 0.388 -0.029
C 0.509 -0.164 -0.956
C -0.520 -1.076 0.496
N 0.105 0.926 -0.928
C -0.887 -0.832 0.711
O -0.190 0.462 -0.067


No. 6
ORCA calculation (wB97M-V/def2-TZVPD) on an isolated ion of composition C3H11N2O2 and charge +1 at a distorted geometry.

## Properties
**Net charge**: +1

Last column: Mulliken charge in e.
Cartesian coordinates (Å):
C -0.285227 -0.739570 -1.211113  -1.4077
C -0.076638 0.454592 -0.285663  0.5761
N -0.948462 1.469963 -0.312014  -0.4912
N 1.434967 0.978356 -0.371999  -0.2759
C -0.014868 -0.407970 1.211003  -0.2241
O 0.836318 -1.544886 1.069484  -0.5027
O -1.358693 -0.657636 1.445369  -0.4690
H -0.242209 -1.673276 -0.687169  0.3880
H 0.394488 -0.739879 -2.094261  0.3591
H -1.289806 -0.707907 -1.556907  0.4743
H -1.279162 1.941636 0.487837  0.2137
H -1.650323 1.450650 -1.032806  0.2207
H 1.603957 1.919875 0.039348  0.3674
H 1.947897 0.186926 0.007253  0.3580
H 1.614823 1.031079 -1.370043  0.3592
H 0.400676 0.264071 2.133352  0.3526
H 0.721069 -2.124269 1.827239  0.3333
H -1.808807 -1.101755 0.701090  0.3682

Cartesian forces (eV/Å) of the 6 atoms listed first:
C 0.563 1.060 -1.507
C 2.213 -3.329 3.826
N -1.075 0.938 -1.638
N -1.019 -0.186 -0.968
C 0.069 2.476 0.451
O -0.678 1.327 -0.379


Number 1: total energy -8311.17025 eV. Number 2: total energy -8309.76214 eV. Number 3: total energy -8301.71693 eV. Number 4: total energy -10361.83352 eV. Number 5: total energy -10361.97360 eV. Number 6: total energy -10357.11140 eV.